Entry 1:
This record from the OMol25 dataset describes an isolated molecule of C3H3NS2 at a distorted geometry. The level of theory is ωB97M-V with the def2-TZVPD basis set.

The calculation puts the strongest force on any atom at 3.837 eV Å⁻¹. As for the spin multiplicity: 1. The structure (SMILES) is C=C1SC=NS1. Its LUMO energy is 0.68 eV. As for the highest occupied orbital energy: -0.3007 Ha.

Element x y z (Å)
C -1.226843 0.766250 0.027571
C 0.021959 0.320501 -0.070158
S 0.602767 -1.439637 0.027144
C 2.282239 -1.062066 -0.080755
N 2.663024 0.131571 0.092803
S 1.586850 1.369997 -0.018057
H -1.382407 1.729267 0.286665
H -1.972001 0.046490 -0.217860
H 3.076646 -1.905540 -0.194324

Forces on atoms 1 to 2 (eV/Å):
C 1.732 -3.260 -1.047
C 2.257 -0.205 0.808

Mulliken population analysis, charges in e, atoms 1 to 4:
1 C -0.583
2 C 0.152
3 S -0.111
4 C 0.008

=====

Entry 2:
This record from the OMol25 dataset describes a structure of composition C40H43N4O3P2PtS2 at a distorted geometry. The level of theory is ωB97M-V with the def2-TZVPD basis set.

The calculation puts the strongest force on any atom at 1.025 eV Å⁻¹. As for the spin multiplicity: 3. As for the net charge: +1. Its LUMO energy (alpha / beta) is -1.98 / -4.31 eV. As for the highest occupied orbital energy (alpha / beta): -0.3682 / -0.3838 Ha.

Element x y z (Å)
Pt -0.129957 -0.167650 0.047985
C 0.167996 -3.036736 -4.755399
C 0.794018 -2.465206 -3.488929
N 0.981962 -1.031126 -3.558325
C 0.206886 -0.113616 -2.981045
S -1.218836 -0.560838 -2.127135
N 0.478376 1.177561 -3.169885
C -0.398101 2.254314 -2.751173
C -1.544789 2.465120 -3.739214
H 0.114398 -4.116575 -4.658698
H 0.760443 -2.797962 -5.634629
H -0.838412 -2.653222 -4.891557
H 1.770365 -2.924557 -3.318208
H 0.143474 -2.677103 -2.638812
H 1.763560 -0.713952 -4.117165
H 1.290801 1.438150 -3.710823
H 0.207391 3.157896 -2.669076
H -0.798921 2.000337 -1.760650
H -1.161003 2.633198 -4.743185
H -2.119969 3.336937 -3.443702
H -2.203162 1.599880 -3.750490
C -1.447661 0.580428 3.359773
P -1.806766 -0.141116 1.712258
C -3.590368 0.198862 1.591126
C -4.114114 1.098018 0.673649
C -5.455136 1.438765 0.737051
C -6.269801 0.875083 1.703687
C -5.758592 -0.060300 2.590280
C -4.420923 -0.397859 2.537048
C -1.813539 -1.953059 1.953673
C -2.377871 -2.700844 0.915663
C -2.408591 -4.081035 0.983241
C -1.857615 -4.733623 2.076554
C -1.292551 -3.997061 3.103878
C -1.276664 -2.611391 3.054310
P -1.100160 2.433517 3.509685
C -2.193137 2.796843 4.940517
C -1.702601 3.621357 5.947396
C -2.500055 3.963224 7.026569
C -3.796245 3.482745 7.108663
C -4.295912 2.667512 6.104162
C -3.502454 2.324899 5.024938
C -2.030025 3.255538 2.150559
C -1.435138 3.256502 0.888430
C -1.995385 3.982529 -0.145284
C -3.152975 4.713591 0.056451
C -3.726604 4.748802 1.313688
C -3.161371 4.040300 2.358107
H -0.541258 0.090375 3.737685
H -2.281801 0.332382 4.025156
H -3.467845 1.530361 -0.075629
H -5.867311 2.150446 0.038101
H -7.310199 1.152832 1.764036
H -6.401245 -0.518819 3.326937
H -4.014014 -1.125305 3.227791
H -2.804836 -2.188446 0.061221
H -2.858701 -4.653174 0.185614
H -1.869753 -5.811542 2.122470
H -0.869183 -4.498686 3.959800
H -0.830261 -2.065118 3.866640
H -0.690801 3.996383 5.877607
H -2.109276 4.603454 7.804133
H -4.420095 3.748097 7.948898
H -5.311581 2.302316 6.162824
H -3.919915 1.710018 4.237817
H -0.504064 2.729311 0.733019
H -1.517488 4.005653 -1.111739
H -3.586758 5.275567 -0.757039
H -4.610193 5.343429 1.488934
H -3.602307 4.116127 3.339351
C 1.841146 -5.163898 -0.328573
C 1.753772 -4.061011 0.730953
C 1.472184 -2.807552 0.111841
N 1.266047 -1.856472 -0.501526
H 2.163507 -6.088551 0.137994
H 2.562366 -4.902832 -1.100410
H 0.873490 -5.324644 -0.798273
H 2.695155 -3.955560 1.277920
H 0.965918 -4.277062 1.458148
O 2.913294 -1.899006 2.806458
S 2.062923 -0.816876 3.212251
O 1.075630 -1.117599 4.215968
N 1.321665 -0.184835 1.881622
C 1.651740 1.074698 1.678219
O 1.242404 1.680573 0.664483
C 2.473012 1.665497 2.756951
C 2.752074 3.007984 2.975225
C 3.391576 3.359399 4.155378
C 3.778316 2.396928 5.076824
C 3.528134 1.047123 4.840474
C 2.870915 0.710509 3.681986
H 2.440293 3.753088 2.262367
H 3.575605 4.401055 4.372162
H 4.251972 2.695556 5.999808
H 3.813464 0.287218 5.550003

Forces on atoms 1 to 2 (eV/Å):
Pt -0.298 0.145 0.594
C 0.125 0.135 0.222

Mulliken population analysis, charges in e, atoms 1 to 4:
1 Pt 2.427
2 C -1.313
3 C -0.243
4 N -0.108

=====

Entry 3:
This record from the OMol25 dataset describes an isolated molecule of C5H5N at a distorted geometry. The level of theory is ωB97M-V with the def2-TZVPD basis set.

The calculation puts the strongest force on any atom at 5.134 eV Å⁻¹. As for the spin multiplicity: 1. The structure (SMILES) is CC1=CC1=C=N. Its LUMO energy is 0.84 eV. As for the highest occupied orbital energy: -0.2628 Ha.

Element x y z (Å)
C 1.785201 0.575291 -0.303699
C 0.718784 -0.258585 0.175829
C 0.094547 -1.319937 0.725966
C -0.816694 -0.244672 0.341292
C -1.926518 -0.029433 -0.209908
N -2.986708 0.443462 -0.529639
H 2.205679 -0.075180 -1.071992
H 2.668290 0.541163 0.456409
H 1.578786 1.533955 -0.644440
H 0.074146 -2.372020 1.075141
H -3.395510 1.205959 -0.014964

Forces on atoms 1 to 2 (eV/Å):
C 3.430 -2.831 1.445
C -4.232 -1.999 2.108

Mulliken population analysis, charges in e, atoms 1 to 4:
1 C -0.943
2 C 0.341
3 C -0.520
4 C -0.347

=====

Entry 4:
This record from the OMol25 dataset describes a cluster of 2 separate species, C4H12N2 in total at a distorted geometry. The level of theory is ωB97M-V with the def2-TZVPD basis set.

The calculation puts the strongest force on any atom at 6.519 eV Å⁻¹. As for the spin multiplicity: 1. As for the net charge: +2. Its LUMO energy is -9.60 eV. As for the highest occupied orbital energy: -0.6718 Ha.

Element x y z (Å)
C 0.462992 -0.445672 0.242523
C 0.395920 -0.242634 -1.224150
C -0.498140 0.989039 -1.079108
C -1.553877 0.830103 -0.161471
N -1.833460 1.833797 0.913744
N 2.162151 -2.037041 0.401619
H 1.096177 0.369531 0.564767
H -0.197447 -1.197165 0.911380
H 1.249827 0.003432 -1.823088
H -0.182923 -1.081173 -1.631885
H -0.595139 1.923889 -1.799948
H -2.237877 0.156219 -0.292122
H -1.128026 2.511770 0.751877
H -2.845953 1.973579 0.917067
H -1.715289 1.326559 1.824804
H 2.632711 -2.006719 1.321267
H 1.699772 -2.897957 0.212184
H 3.088582 -2.009559 -0.049460

Forces on atoms 1 to 2 (eV/Å):
C 1.590 -1.847 0.919
C -3.596 -0.685 -0.947

Mulliken population analysis, charges in e, atoms 1 to 4:
1 C -0.427
2 C -0.299
3 C -0.333
4 C -0.674

=====

Look up the spin multiplicity of the third one.
1

=====

Number 1 is which compound?
C3H3NS2

=====

The highest spin multiplicity belongs to which entry?
C40H43N4O3P2PtS2

=====

What is the spin multiplicity in the fourth record?
1